(1)
Computed, not measured: 2 unconnected molecules or ions with the total composition C4H8O2, with ωB97M-V/def2-TZVPD.

For the highest occupied orbital energy (alpha / beta), the calculation gives -9.475 / -9.516 eV.

```
14
Properties=species:S:1:pos:R:3:forces:R:3
C 2.38041 0.82691 1.58899 0.016 -0.263 0.032
C -0.33040 0.81284 0.74439 -0.009 -0.009 0.011
C -0.16890 -0.22518 -0.33466 0.234 -0.199 -0.031
O 0.84846 -0.87779 -0.47338 -0.443 0.283 0.048
C -1.34161 -0.47611 -1.26309 -0.054 0.213 0.189
O -1.08608 -1.51818 -2.14978 0.111 -0.066 -0.011
H 2.05395 0.14157 2.40517 0.053 0.145 -0.144
H 0.63446 1.31847 0.95474 -0.115 -0.066 -0.048
H 2.69943 0.11156 0.80257 -0.043 0.145 0.152
H -1.06269 1.58131 0.47505 0.117 -0.127 0.028
H -0.67665 0.32253 1.66268 0.061 0.047 -0.165
H -2.22965 -0.68735 -0.64571 0.114 0.018 -0.078
H -1.54877 0.46639 -1.79718 0.037 -0.121 0.059
H -0.17197 -1.79696 -1.96980 -0.078 -0.002 -0.043
```
Forces are in eV/Å.

***

(2)
Computed, not measured: a single C4H8O2 molecule, with ωB97M-V/def2-TZVPD.

Its SMILES is CCOCC=O. For the highest occupied orbital energy, the calculation gives -9.774 eV.

```
14
Properties=species:S:1:pos:R:3:forces:R:3
C -1.98913 -0.49805 -0.40474 -0.042 0.001 -0.009
C -0.53992 -0.16980 -0.72741 -0.066 -0.219 -0.085
O -0.16328 0.92074 0.10867 -0.029 -0.007 0.157
C 1.20900 1.05227 0.40386 0.217 0.064 -0.032
C 1.78908 -0.25724 0.92437 0.109 -0.163 -0.165
O 2.50410 -0.96607 0.25969 -0.114 0.260 0.332
H -2.68261 0.21118 -0.86508 0.119 -0.058 0.072
H -2.12585 -0.45135 0.68009 -0.004 -0.072 -0.153
H -2.24725 -1.50671 -0.74225 0.040 0.162 -0.030
H 0.09487 -1.04188 -0.52968 -0.121 0.098 -0.025
H -0.40910 0.08363 -1.79101 0.023 0.070 0.211
H 1.26324 1.81352 1.19130 0.071 -0.094 -0.152
H 1.81711 1.37224 -0.45454 -0.196 -0.076 -0.011
H 1.47971 -0.56250 1.94673 -0.006 0.036 -0.110
```
Forces are in eV/Å.

***

Calculated ΔE to the lowest compared entry with this formula, charge and spin (kcal per mole), listed in the same order as above: 127.98; 40.88